(1)
{
  "formula": "C38H41N4O4P2SW",
  "method": "wB97M-V/def2-TZVPD",
  "elements": ["W", "C", "P", "C", "C", "C", "C", "C", "C", "C", "C", "C", "C", "C", "C", "C", "C", "C", "C", "C", "P", "C", "C", "C", "C", "C", "C", "C", "C", "C", "C", "C", "C", "N", "H", "H", "H", "H", "H", "H", "H", "H", "H", "H", "H", "H", "H", "H", "H", "H", "H", "H", "H", "H", "H", "H", "H", "H", "H", "H", "O", "C", "O", "C", "O", "O", "C", "N", "C", "N", "S", "H", "H", "H", "H", "H", "H", "C", "C", "C", "C", "N", "H", "H", "H", "H", "H", "H", "H", "H", "H"],
  "xyz": [[-0.805, 0.420, -1.231], [-1.523, -2.633, -2.174], [0.046, -1.964, -1.458], [0.303, -3.087, -0.055], [-0.322, -2.782, 1.148], [-0.256, -3.667, 2.214], [0.435, -4.862, 2.076], [1.046, -5.179, 0.870], [0.976, -4.300, -0.199], [1.427, -2.249, -2.586], [1.242, -2.382, -3.959], [2.339, -2.516, -4.798], [3.623, -2.509, -4.274], [3.814, -2.373, -2.905], [2.721, -2.246, -2.063], [-2.575, -2.059, -1.275], [-3.647, -2.607, -0.637], [-4.171, -1.609, 0.252], [-3.399, -0.494, 0.111], [-3.308, 0.791, 0.883], [-1.476, 0.875, 1.202], [-1.362, 0.265, 2.921], [-0.256, -0.449, 3.369], [-0.152, -0.841, 4.694], [-1.150, -0.510, 5.598], [-2.251, 0.215, 5.169], [-2.359, 0.599, 3.842], [-0.650, 2.558, 1.181], [-0.404, 3.240, 2.500], [0.574, 4.135, 2.586], [1.412, 4.424, 1.412], [1.507, 3.546, 0.421], [0.770, 2.240, 0.540], [-2.424, -0.742, -0.845], [-1.521, -3.723, -2.140], [-1.636, -2.309, -3.211], [-0.886, -1.859, 1.235], [-0.747, -3.423, 3.146], [0.491, -5.553, 2.905], [1.575, -6.116, 0.761], [1.450, -4.553, -1.139], [0.248, -2.391, -4.383], [2.188, -2.629, -5.863], [4.475, -2.614, -4.930], [4.814, -2.372, -2.493], [2.874, -2.154, -0.994], [-4.010, -3.614, -0.756], [-5.002, -1.726, 0.927], [-3.889, 0.718, 1.797], [-3.682, 1.643, 0.318], [0.532, -0.712, 2.682], [0.714, -1.403, 5.018], [-1.069, -0.813, 6.633], [-3.030, 0.488, 5.868], [-3.216, 1.189, 3.548], [-1.073, 3.045, 3.326], [0.740, 4.687, 3.501], [1.941, 5.367, 1.366], [2.090, 3.717, -0.473], [1.140, 0.341, 0.968], [-1.369, 4.742, 0.450], [-1.442, 3.565, 0.259], [0.490, 1.681, -0.774], [-2.390, 3.102, -0.903], [-3.270, 3.852, -1.236], [-2.148, 1.965, -1.492], [-3.245, 1.209, -5.392], [-2.313, 2.230, -4.927], [-1.317, 2.010, -4.094], [-0.595, 3.032, -3.650], [-0.867, 0.375, -3.659], [-3.888, 1.662, -6.141], [-3.852, 0.841, -4.567], [-2.703, 0.380, -5.844], [-2.512, 3.185, -5.187], [-0.921, 3.983, -3.746], [0.114, 2.855, -2.965], [3.189, -0.310, 1.843], [2.938, 1.157, 1.476], [3.409, 2.027, 2.639], [3.738, 1.464, 0.203], [1.464, 1.242, 1.297], [4.233, -0.451, 2.118], [2.970, -0.972, 0.998], [2.578, -0.616, 2.693], [4.442, 1.780, 2.885], [2.788, 1.846, 3.516], [3.369, 3.087, 2.398], [4.761, 1.103, 0.318], [3.795, 2.532, 0.001], [3.298, 0.962, -0.662]],
  "lowdin_charge": [1.2128, -0.2470, 0.9460, -0.3465, -0.1025, -0.0593, -0.0610, -0.0627, -0.0776, -0.3769, -0.1069, -0.0634, -0.0646, -0.0631, -0.1018, -0.3824, -0.0221, -0.0158, -0.3617, -0.1948, 1.1153, -0.3235, -0.1118, -0.0635, -0.0606, -0.0616, -0.0912, -0.3327, -0.0449, -0.0470, -0.0544, -0.0268, -0.4954, -0.2072, 0.1089, 0.0537, 0.0615, 0.1078, 0.1108, 0.1108, 0.1096, 0.0848, 0.1114, 0.1109, 0.1113, 0.0920, 0.1100, 0.1096, 0.0795, 0.0858, 0.0628, 0.1134, 0.1118, 0.1122, 0.1015, 0.1152, 0.1174, 0.1234, 0.1210, 0.0611, 0.1727, -0.2330, -0.3220, -0.5719, 0.1245, -0.2664, -0.0628, -0.0058, -0.7354, 0.1522, 0.7080, 0.0957, 0.0967, 0.0756, 0.1583, 0.1378, 0.0850, -0.0335, -0.5684, -0.0267, -0.0277, 0.0752, 0.0937, 0.0716, 0.0741, 0.0895, 0.0905, 0.0680, 0.0908, 0.0697, 0.0820],
  "orbital_gap_ev": 7.16,
  "relative_energy_kcal_mol": 0.0,
  "lumo_energy_ev": -3.227,
  "total_charge": 1
}

=====

(2)
{
  "formula": "C40H50Cl2FN6O7PS3",
  "method": "wB97M-V/def2-TZVPD",
  "elements": ["C", "C", "C", "Cl", "C", "C", "F", "C", "C", "C", "C", "C", "C", "N", "C", "C", "C", "C", "C", "C", "C", "O", "C", "S", "C", "O", "C", "C", "C", "N", "C", "S", "C", "C", "C", "C", "S", "C", "N", "N", "C", "O", "C", "P", "O", "Cl", "C", "O", "H", "H", "H", "H", "H", "H", "H", "H", "H", "H", "H", "H", "H", "H", "H", "H", "H", "H", "H", "H", "H", "H", "H", "H", "H", "H", "H", "H", "C", "C", "C", "O", "C", "N", "H", "H", "H", "H", "H", "H", "H", "H", "H", "H", "H", "C", "C", "C", "O", "C", "N", "H", "H", "H", "H", "H", "H", "H", "H", "H", "H", "H"],
  "xyz": [[-4.562, -2.031, -5.353], [-3.378, -1.320, -4.647], [-3.810, -0.595, -3.340], [-4.355, 1.101, -3.675], [-2.773, -0.666, -2.223], [-3.083, -1.360, -1.049], [-4.309, -1.910, -0.969], [-2.202, -1.512, -0.001], [-0.908, -0.965, -0.062], [-0.559, -0.252, -1.213], [0.829, 0.364, -1.372], [0.809, 1.930, -1.459], [1.250, 2.618, -0.124], [0.206, 3.599, 0.269], [0.633, 4.995, 0.103], [-0.529, 5.880, -0.358], [-1.006, 5.886, -1.672], [-2.086, 6.679, -2.032], [-2.706, 7.514, -1.108], [-2.246, 7.530, 0.203], [-1.159, 6.719, 0.555], [-0.719, 6.778, 1.870], [-1.474, -0.108, -2.277], [-1.013, 0.752, -3.791], [0.007, -1.215, 1.114], [1.209, -1.352, 1.053], [-0.690, -1.343, 2.477], [-1.986, -1.862, 2.527], [-2.685, -2.011, 3.722], [-4.034, -2.561, 3.777], [-4.775, -1.731, 4.306], [-5.922, -0.721, 4.647], [-2.077, -1.659, 4.930], [-0.774, -1.170, 4.904], [-0.155, -0.845, 6.261], [-0.246, 0.666, 6.631], [-0.782, 0.730, 8.394], [-1.123, 2.447, 8.682], [-1.661, 3.122, 7.718], [-1.846, 4.396, 8.219], [-1.406, 4.400, 9.414], [-0.898, 3.175, 9.789], [-0.082, -0.992, 3.700], [1.615, -0.282, 3.863], [1.677, 0.861, 2.661], [2.992, -1.821, 3.461], [-2.667, -2.287, 1.227], [-3.479, -3.184, 1.179], [-4.474, -1.995, -6.448], [-5.494, -1.518, -5.078], [-4.571, -3.093, -5.064], [-2.528, -1.990, -4.442], [-2.984, -0.572, -5.348], [-4.697, -1.120, -2.961], [1.560, 0.021, -0.640], [1.202, 0.026, -2.356], [1.581, 2.188, -2.208], [-0.135, 2.325, -1.840], [1.385, 1.823, 0.623], [2.220, 3.129, -0.248], [-0.013, 3.410, 1.242], [1.479, 5.118, -0.588], [0.947, 5.406, 1.080], [-0.523, 5.250, -2.416], [-2.437, 6.675, -3.066], [-3.544, 8.167, -1.361], [-2.721, 8.147, 0.971], [-1.007, 7.638, 2.199], [-1.706, 1.921, -3.831], [-2.627, -1.774, 5.864], [0.901, -1.151, 6.280], [-0.638, -1.416, 7.073], [-0.916, 1.243, 5.983], [0.774, 1.073, 6.630], [-1.412, 5.238, 10.101], [2.430, 1.422, 2.902], [1.690, -5.335, -3.962], [0.422, -4.551, -3.637], [-0.869, -5.370, -3.797], [-1.283, -5.562, -5.139], [-0.627, -6.615, -5.821], [0.397, -3.333, -4.453], [1.840, -5.458, -5.035], [2.565, -4.811, -3.578], [1.668, -6.327, -3.503], [0.487, -4.254, -2.585], [-1.681, -4.813, -3.320], [-0.800, -6.333, -3.274], [-0.391, -7.450, -5.155], [0.282, -6.253, -6.307], [-1.298, -6.975, -6.603], [-0.393, -2.762, -4.161], [0.158, -3.608, -5.403], [6.495, -1.851, 0.251], [5.073, -1.306, 0.349], [4.498, -0.842, -0.997], [4.989, 0.409, -1.452], [6.245, 0.356, -2.103], [5.046, -0.237, 1.352], [7.238, -1.060, 0.148], [6.748, -2.407, 1.155], [6.599, -2.531, -0.598], [4.438, -2.122, 0.706], [3.424, -0.702, -0.869], [4.624, -1.609, -1.772], [6.370, -0.568, -2.675], [7.058, 0.464, -1.381], [6.301, 1.200, -2.791], [4.082, 0.055, 1.493], [5.490, 0.581, 0.938]],
  "lowdin_charge": [-0.0906, -0.2823, -0.6170, 0.6195, -0.1684, -0.1532, 0.0922, 0.0020, -0.0107, -0.1337, -0.1561, -0.1728, -0.1989, -0.0469, -0.1635, -0.1457, -0.0380, -0.1029, -0.0914, -0.0307, -0.2646, 0.0269, -0.4095, 0.8446, -0.2365, 0.0526, -0.0474, -0.0198, -0.1700, 0.1235, -0.7614, 0.7837, 0.0445, -0.2192, -0.2546, -0.4423, 0.9630, -0.6794, 0.0345, 0.0465, -0.1753, 0.0475, -0.2581, 0.6652, -0.3471, 0.2374, -0.2286, 0.1400, 0.0725, 0.0722, 0.0756, 0.0928, 0.0709, 0.0956, 0.0724, 0.1026, 0.1070, 0.0651, 0.0776, 0.1096, 0.1041, 0.1232, 0.1133, 0.1151, 0.1006, 0.1054, 0.1151, 0.0990, -0.1066, 0.1370, 0.0907, 0.0880, 0.0848, 0.0668, 0.1338, 0.0513, -0.0703, -0.4284, -0.2067, -0.1926, -0.1063, 0.0514, 0.0644, 0.0735, 0.0787, 0.1335, 0.1178, 0.1206, 0.0909, 0.0750, 0.0871, 0.0456, 0.0726, -0.0686, -0.4315, -0.1946, -0.1890, -0.1074, 0.0359, 0.0637, 0.0756, 0.0782, 0.1193, 0.0952, 0.1244, 0.0910, 0.0745, 0.0863, 0.0264, 0.0710],
  "orbital_gap_ev": 7.24,
  "relative_energy_kcal_mol": 0.0,
  "lumo_energy_ev": -1.289
}